This record from the OMol25 dataset describes a cluster of 2 separate species, C10H16O in total. The level of theory is ωB97M-V/def2-TZVPD.

Element x y z (Å)
C1 0.19 2.88 2.76
C2 0.34 2.05 1.50
C3 1.21 0.97 1.41
C4 1.42 0.36 0.20
C5 0.91 0.96 -0.95
O1 1.54 0.54 -2.17
C6 0.01 1.98 -0.91
C7 -0.32 2.51 0.37
H1 -0.88 3.08 2.93
H2 0.64 3.87 2.59
H3 0.56 2.53 3.72
H4 1.56 0.66 2.39
H5 2.26 -0.27 -0.04
H6 2.14 1.30 -2.27
H7 -0.33 2.59 -1.74
H8 -0.98 3.35 0.43
C8 -1.74 -1.72 -1.15
C9 -0.89 -2.66 -0.32
C10 -0.13 -3.65 -1.25
H9 -2.19 -1.06 -0.40
H10 -1.12 -0.95 -1.64
H11 -2.48 -2.29 -1.73
H12 -0.27 -2.19 0.46
H13 -1.62 -3.27 0.20
H14 0.36 -4.42 -0.65
H15 -0.82 -4.06 -1.96
H16 0.64 -3.08 -1.80

Calculated values
- DFT total energy (eV) = -12675.962
- charge = 0

natural (NBO) population analysis, charges in e, atoms 1 to 6: -0.634 -0.037 -0.193 -0.257 0.260 -0.702